(1)
Here is a 10-piece molecular cluster, C40H50F30O20 overall from the Open Molecules 2025 dataset. Energies are from ωB97M-V with the def2-TZVPD basis set.

The geometry in ORCA input format:
```
! wB97M-V def2-TZVPD RIJCOSX def2/J DEFGRID3
* xyz 0 1
C 13.1078 3.4768 -4.2928
C 12.2838 4.5573 -3.5815
O 10.9650 4.1109 -3.8985
C 9.9178 4.9690 -3.7502
O 9.9519 5.8898 -2.9186
C 8.5136 4.5755 -4.3831
F 8.7548 3.6450 -5.3191
F 7.7101 4.0636 -3.4481
F 7.8441 5.5739 -4.9642
H 12.9734 2.5059 -3.8160
H 14.1791 3.6592 -4.2088
H 12.9664 3.3225 -5.3626
H 12.5725 5.5601 -3.8967
H 12.3200 4.6321 -2.4947
C 5.4564 1.0367 8.6379
C 4.3705 0.6302 9.6350
O 4.9372 -0.0154 10.7832
C 5.4308 -1.2325 10.7981
O 5.5256 -1.9608 9.8029
C 5.8435 -1.7362 12.1764
F 5.7770 -0.8087 13.1389
F 4.9885 -2.7049 12.4925
F 7.0652 -2.3148 12.1680
H 4.9243 1.5202 7.8187
H 5.7885 0.0807 8.2331
H 6.3362 1.4569 9.1252
H 3.4785 0.0686 9.3574
H 3.9358 1.4536 10.2018
C -1.7513 -1.7217 -1.4209
C -0.3133 -1.3809 -0.9506
O -0.2947 0.0001 -0.5572
C 0.8854 0.6370 -0.4851
O 1.9123 0.0679 -0.7173
C 0.9222 1.9654 0.2775
F 1.9648 2.7544 0.0336
F -0.3117 2.5079 0.2058
F 1.1085 1.5964 1.5968
H -1.6544 -2.7269 -1.8311
H -2.2219 -1.0469 -2.1359
H -2.4733 -1.7480 -0.6047
H 0.3560 -1.5640 -1.7912
H -0.0270 -1.9918 -0.0944
C 1.0667 7.3601 6.2211
C -0.4605 7.5317 6.1759
O -0.7703 7.6231 7.5589
C -1.1207 8.7980 8.1932
O -1.1726 9.8791 7.6582
C -1.3779 8.5876 9.6703
F -0.6088 9.3952 10.4967
F -2.6465 9.0833 9.8626
F -1.2836 7.2991 10.0295
H 1.5031 7.1322 5.2486
H 1.2841 6.4894 6.8397
H 1.5849 8.2473 6.5850
H -0.9271 6.5783 5.9284
H -0.7951 8.2399 5.4180
C 0.0966 0.4974 -6.2493
C -0.3268 -0.8460 -7.0594
O 0.0813 -2.0560 -6.4194
C 1.2472 -2.7521 -6.8308
O 1.9725 -2.3185 -7.8039
C 1.6563 -4.0282 -5.9724
F 0.7051 -4.2192 -4.9899
F 1.8208 -5.1188 -6.7714
F 2.8625 -3.7517 -5.3484
H 0.9915 0.2218 -5.6912
H -0.4893 0.7152 -5.3564
H 0.3723 1.4029 -6.7898
H 0.0003 -0.8276 -8.0990
H -1.3922 -1.0479 -7.1700
C -10.3246 -7.2262 -1.2472
C -8.9512 -6.8196 -0.7454
O -9.1524 -5.6642 0.0794
C -8.1483 -5.3039 0.9324
O -6.9738 -5.8176 0.8652
C -8.5536 -4.1353 1.8403
F -8.2862 -3.0563 1.1657
F -9.8332 -4.1393 2.0682
F -7.7688 -4.1765 2.9354
H -10.7992 -6.3810 -1.7457
H -10.9325 -7.4494 -0.3704
H -10.1083 -8.0795 -1.8900
H -8.2657 -6.5465 -1.5476
H -8.5250 -7.5769 -0.0874
C -0.2937 -7.5376 3.8820
C 0.0656 -6.3467 2.9539
O 1.4649 -6.1610 2.9174
C 2.1598 -5.3859 3.8005
O 1.5486 -4.7613 4.6280
C 3.7070 -5.3739 3.6315
F 4.0721 -5.9782 2.4856
F 4.1732 -4.1044 3.6447
F 4.2960 -5.9653 4.6711
H -1.3276 -7.5937 4.2226
H 0.3221 -7.4840 4.7798
H -0.0312 -8.4919 3.4253
H -0.3801 -5.3774 3.1774
H -0.3326 -6.6612 1.9892
C 7.6810 7.3185 3.5309
C 6.9664 8.4846 2.8662
O 7.6326 9.6173 3.4732
C 7.0501 10.8185 3.5070
O 6.2209 11.2099 2.6533
C 7.7326 11.7787 4.4300
F 7.8266 11.1872 5.6139
F 8.8950 12.1580 3.9077
F 6.9384 12.8757 4.6424
H 8.6688 7.0841 3.1342
H 7.0153 6.4645 3.4061
H 7.7302 7.3740 4.6184
H 5.8842 8.5019 2.9953
H 7.1864 8.5149 1.7991
C -8.7430 -0.3482 -4.6177
C -8.2181 0.1466 -5.9373
O -7.4192 1.2605 -5.6933
C -7.7376 2.5020 -5.9113
O -8.8150 2.8005 -6.3960
C -6.6065 3.5270 -5.6125
F -7.0375 4.6703 -5.2801
F -5.8229 3.1251 -4.6634
F -5.9242 3.7361 -6.7036
H -7.9650 -0.5221 -3.8743
H -9.0564 -1.3870 -4.5137
H -9.4544 0.4073 -4.2842
H -9.0176 0.2823 -6.6656
H -7.7264 -0.7314 -6.3562
C -9.3317 -9.9276 -10.1819
C -9.6590 -9.4633 -8.8150
O -8.5179 -9.2682 -7.9549
C -7.8044 -8.0936 -8.1057
O -8.0587 -7.1582 -8.8597
C -6.5279 -8.0597 -7.3362
F -6.2140 -9.1809 -6.7376
F -5.5159 -7.6403 -8.1640
F -6.5402 -7.0575 -6.4562
H -9.0236 -9.0634 -10.7703
H -10.2781 -10.3131 -10.5612
H -8.5422 -10.6740 -10.2699
H -10.2913 -10.2636 -8.4306
H -10.2954 -8.5790 -8.7811
*
```

The energy relative to the best compared isomer or geometry (same formula, charge and spin) comes out at 192.6 kcal/mol. Its total energy is -164761.437 eV. The structure (SMILES) is CCOC(=O)C(F)(F)F.CCOC(=O)C(F)(F)F.CCOC(=O)C(F)(F)F.CCOC(=O)C(F)(F)F.CCOC(=O)C(F)(F)F.CCOC(=O)C(F)(F)F.CCOC(=O)C(F)(F)F.CCOC(=O)C(F)(F)F.CCOC(=O)C(F)(F)F.CCOC(=O)C(F)(F)F.

***

(2)
Here is a 10-piece molecular cluster, C40H50F30O20 overall from the Open Molecules 2025 dataset. Energies are from ωB97M-V with the def2-TZVPD basis set.

The geometry in ORCA input format:
```
! wB97M-V def2-TZVPD RIJCOSX def2/J DEFGRID3
* xyz 0 1
C 0.7429 -3.4691 3.4771
C 0.7021 -2.6132 4.8001
O 0.4855 -1.2450 4.6350
C -0.7221 -0.6692 4.5071
O -1.7673 -1.3502 4.4016
C -0.5534 0.8775 4.4075
F 0.7147 1.2862 4.4517
F -1.1084 1.3512 3.2707
F -1.2475 1.4472 5.4398
H -0.1222 -3.2475 2.8521
H 0.8054 -4.5286 3.7256
H 1.6273 -3.3638 2.8488
H 1.6852 -2.8450 5.2097
H -0.0723 -2.9255 5.5007
C 4.6822 1.8774 -2.6310
C 6.0300 1.1305 -2.9262
O 6.9440 1.9643 -3.5597
C 7.0229 1.9331 -4.9590
O 6.3555 1.2270 -5.7340
C 7.9889 2.9890 -5.4627
F 8.9043 2.4239 -6.2353
F 7.3480 3.8916 -6.2450
F 8.5758 3.6021 -4.4422
H 3.9752 1.1987 -2.1539
H 4.3684 2.1571 -3.6367
H 4.8113 2.7211 -1.9531
H 5.9291 0.1944 -3.4756
H 6.4781 0.8538 -1.9719
C -3.2352 -5.0948 3.9624
C -3.3938 -4.9901 2.4728
O -3.0531 -6.2555 1.9140
C -2.9339 -6.3894 0.6195
O -2.9819 -5.4605 -0.1881
C -2.7124 -7.8199 0.1664
F -3.0455 -8.7245 1.0778
F -3.3873 -8.1773 -0.9233
F -1.3700 -7.9336 -0.1121
H -3.5313 -4.1511 4.4206
H -2.2207 -5.4315 4.1755
H -3.9843 -5.7716 4.3733
H -2.7536 -4.1542 2.1908
H -4.4083 -4.8081 2.1182
C -2.1400 1.8971 -2.1050
C -3.5922 2.1376 -1.7092
O -4.4810 1.5276 -2.6825
C -4.8291 0.2218 -2.5541
O -4.4369 -0.5901 -1.6805
C -5.7723 -0.2221 -3.6634
F -6.5677 0.7842 -3.9909
F -5.1215 -0.6169 -4.7287
F -6.4770 -1.3084 -3.3009
H -1.8615 0.8468 -2.0191
H -1.4230 2.4292 -1.4799
H -1.9803 2.2009 -3.1396
H -3.6742 3.2238 -1.6692
H -3.5295 1.7367 -0.6975
C -6.8144 -2.7320 0.4653
C -7.7085 -2.4992 -0.7003
O -8.7875 -3.4293 -0.5018
C -10.0255 -3.1076 -0.1753
O -10.3285 -1.9551 0.0338
C -11.0914 -4.2252 -0.2337
F -10.8267 -5.0899 -1.1397
F -11.2272 -4.7033 0.9856
F -12.3056 -3.7018 -0.5549
H -6.4909 -3.7648 0.5952
H -7.2662 -2.2313 1.3216
H -5.9341 -2.1062 0.3185
H -7.2701 -2.8044 -1.6504
H -8.0276 -1.4586 -0.7582
C 4.9731 7.6677 3.2694
C 4.7582 7.2452 1.8153
O 4.4604 5.8203 1.9606
C 4.3171 5.0834 0.7761
O 4.4237 5.5275 -0.3854
C 3.8959 3.6411 1.0079
F 3.9621 3.4059 2.2805
F 2.6728 3.4360 0.5909
F 4.6848 2.7774 0.2768
H 5.1997 8.7328 3.3171
H 5.8152 7.0472 3.5760
H 4.0670 7.4029 3.8144
H 5.5953 7.4302 1.1421
H 3.9217 7.8189 1.4162
C -5.0921 0.8439 3.1696
C -4.2509 2.0923 3.0078
O -5.0505 3.1811 3.0709
C -4.8926 4.1058 2.1389
O -4.0763 3.9960 1.1604
C -5.8484 5.3403 2.2906
F -6.6627 5.5530 1.2703
F -6.5974 5.1958 3.3967
F -5.0059 6.4210 2.3581
H -5.7422 0.7541 2.2993
H -5.7270 0.7517 4.0508
H -4.3774 0.0312 3.2991
H -3.7676 1.8805 2.0540
H -3.4328 2.2096 3.7184
C -2.2213 -1.2066 0.7118
C -0.9304 -1.7039 0.1083
O 0.1951 -0.8693 0.4503
C 1.4964 -1.3041 0.4534
O 1.8228 -2.4094 0.0692
C 2.4555 -0.2562 0.9738
F 1.9134 0.5539 1.8804
F 3.3967 -0.9375 1.6444
F 2.9096 0.4441 -0.0526
H -2.6039 -0.3294 0.1899
H -2.0528 -1.0044 1.7695
H -3.0535 -1.8592 0.4479
H -1.0241 -1.8535 -0.9673
H -0.7118 -2.7202 0.4361
C 2.0747 1.0731 -7.3229
C 3.1402 0.6882 -6.2830
O 2.5317 0.3883 -5.0296
C 1.9737 -0.8487 -4.7173
O 1.9636 -1.8429 -5.4860
C 1.5239 -0.9627 -3.2434
F 1.6532 0.2394 -2.6328
F 0.2714 -1.2382 -3.1753
F 2.1872 -1.9365 -2.6166
H 1.2780 0.3312 -7.2675
H 2.3982 1.0977 -8.3635
H 1.5721 1.9954 -7.0318
H 3.8749 1.4768 -6.1205
H 3.7216 -0.1456 -6.6767
C 9.2507 1.4071 0.9478
C 7.9851 0.9400 1.7127
O 7.1993 0.1342 0.8378
C 7.2757 -1.2415 0.9372
O 8.0238 -1.8735 1.7097
C 6.2890 -2.0446 0.0728
F 5.8478 -2.9874 0.8048
F 5.3362 -1.1776 -0.2946
F 6.8714 -2.4230 -1.0041
H 10.0563 1.6628 1.6361
H 8.8739 2.3058 0.4595
H 9.6637 0.6805 0.2481
H 7.3833 1.7787 2.0628
H 8.3828 0.4193 2.5837
*
```

The energy relative to the best compared isomer or geometry (same formula, charge and spin) comes out at 131.2 kcal/mol. Its total energy is -164764.099 eV. The structure (SMILES) is CCOC(=O)C(F)(F)F.CCOC(=O)C(F)(F)F.CCOC(=O)C(F)(F)F.CCOC(=O)C(F)(F)F.CCOC(=O)C(F)(F)F.CCOC(=O)C(F)(F)F.CCOC(=O)C(F)(F)F.CCOC(=O)C(F)(F)F.CCOC(=O)C(F)(F)F.CCOC(=O)C(F)(F)F.

***

Per-record LUMO energy, Ha: -0.00182, 0.00347
Per-record HOMO-LUMO gap, eV: 10.96, 11.07
Per-record HOMO level, eV: -11.01, -10.97